Entry 1:
{"formula": "C28H41N3O4P3Pt", "method": "ωB97M-V/def2-TZVPD", "species": ["H", "H", "C", "H", "C", "H", "C", "C", "C", "C", "N", "C", "H", "H", "O", "H", "O", "N", "H", "H", "H", "O", "H", "C", "H", "H", "H", "C", "H", "N", "C", "H", "H", "H", "H", "H", "C", "C", "C", "H", "H", "C", "C", "H", "H", "H", "O", "C", "P", "P", "C", "H", "C", "H", "H", "H", "H", "C", "C", "H", "H", "C", "H", "C", "C", "H", "H", "P", "C", "H", "H", "H", "C", "H", "H", "C", "C", "C", "H", "Pt"], "coordinates": [[-0.2540, 0.1303, 5.5726], [-3.4142, 0.5855, 3.1856], [1.2775, 3.9882, 1.2663], [-2.0272, -1.9985, 0.2504], [-2.6353, 0.0427, 3.7190], [-2.6764, -1.0060, 3.4285], [1.7517, -0.8664, -0.5997], [3.9495, -2.4347, -2.9312], [3.1743, -1.4535, -2.2713], [2.0595, 2.7663, 0.7475], [2.4617, -1.8075, -1.1700], [-3.1016, -0.2092, -2.8222], [-0.9716, -2.3743, -1.1295], [1.6918, -4.1376, 0.9833], [-7.6104, -0.5355, -3.9905], [-0.4695, 3.6368, -1.0055], [-1.1811, 0.2286, -0.8080], [2.4051, 0.8349, -2.1459], [-2.0604, -0.3483, -3.0784], [0.1488, -3.5056, 2.9134], [-5.0858, 0.8743, -0.2479], [-6.0935, -1.1250, -5.4148], [0.2819, -1.0152, 4.3313], [-5.7949, 0.1905, -2.1457], [0.3659, 3.7042, 1.7987], [-1.3935, -3.9399, 2.1925], [-1.1144, -2.2764, 2.6902], [-1.2908, -2.7036, -0.1403], [1.8303, 1.4838, 2.5146], [-6.4658, -0.6884, -4.3493], [2.6128, 1.9529, 1.9144], [3.8937, 1.2552, -4.2587], [3.1760, 2.6243, 2.5646], [5.2724, -2.8073, -4.5447], [2.8635, 3.7147, -1.0801], [3.3017, 1.1834, 1.5629], [-3.4672, 0.2597, -1.5467], [-4.0821, -0.4966, -3.7471], [-1.1262, 2.5243, 3.7812], [2.9031, -2.2552, 1.6690], [-6.8447, 0.3438, -1.9400], [0.0841, 2.8168, -1.4607], [-0.1156, -2.8859, 0.8204], [1.0960, 0.5585, 4.5067], [5.2505, -0.4834, -5.3836], [3.8119, 3.8970, 0.3891], [-2.6828, 0.7491, 0.6807], [1.7357, 0.4439, -1.0877], [-1.0259, 0.7739, 3.4011], [0.8518, 1.7615, -0.2426], [-5.4037, -0.3094, -3.3752], [1.8370, -1.9528, 3.0593], [3.2013, 3.1950, -0.1850], [0.2098, -4.9297, 0.4543], [-3.8529, -0.8601, -4.7383], [-2.7946, 0.1294, 4.7972], [-1.5003, 2.5949, 4.8067], [2.2027, -1.5471, 2.1166], [3.9147, 0.2346, -3.9022], [1.1167, -3.9126, -0.6759], [2.7068, -0.6063, 2.3119], [0.1371, 0.0411, 4.5564], [1.9088, 4.5408, 1.9635], [4.6722, -2.0700, -4.0277], [-0.6374, -3.1551, 2.2446], [-1.7922, -3.6662, -0.2508], [-0.5746, 2.2450, -2.1085], [0.8677, -1.3080, 0.9387], [-2.4635, 0.4474, -0.5460], [-0.1458, 2.9939, 3.7215], [1.0050, 4.6743, 0.4646], [-1.8233, 3.0392, 3.1188], [3.1514, -0.1162, -2.7650], [3.9541, -3.4475, -2.5529], [3.8314, 2.3596, -0.4817], [4.6581, -0.7310, -4.5127], [-4.8157, 0.4796, -1.2174], [0.8071, -4.0186, 0.3588], [0.9381, 3.2006, -2.0258], [-0.5817, 0.4843, 1.1103]], "atomic_forces_ev_per_a": [[0.0, 0.0, 0.0], [0.0, 0.0, 0.0], [0.0, 0.0, -0.1], [0.0, -0.1, 0.0], [-0.1, 0.0, -0.2], [0.0, 0.0, 0.1], [-0.1, -0.4, 0.2], [0.0, 0.1, 0.0], [0.0, -0.6, 0.3], [-0.7, 0.1, 0.2], [0.1, 0.2, -0.3], [0.0, 0.1, 0.1], [0.0, 0.0, 0.0], [0.0, 0.0, 0.0], [0.2, 0.0, 0.0], [0.1, 0.0, 0.0], [-0.6, 0.2, -0.9], [0.1, -0.5, -0.1], [0.0, 0.0, 0.0], [0.0, 0.0, 0.0], [0.0, 0.0, 0.0], [0.1, 0.1, 0.2], [-0.1, 0.0, 0.1], [0.0, 0.1, 0.0], [0.0, 0.0, -0.1], [0.0, 0.0, 0.0], [0.0, 0.0, 0.0], [0.0, -0.1, -0.1], [0.0, 0.1, 0.0], [-0.3, 0.0, -0.2], [0.1, 0.0, 0.0], [0.0, 0.0, 0.0], [0.1, 0.0, 0.0], [0.0, 0.0, 0.0], [0.0, 0.0, 0.0], [0.0, 0.0, 0.0], [-0.2, -0.1, -0.2], [0.0, 0.0, 0.0], [-0.2, 0.0, 0.1], [0.0, 0.0, 0.0], [0.0, 0.0, 0.0], [-0.5, -0.1, 0.2], [-0.3, 0.5, 0.3], [0.0, 0.0, 0.0], [0.0, 0.0, 0.0], [0.0, 0.0, 0.0], [-0.1, 0.5, -0.3], [-0.2, 0.3, -0.2], [1.3, -0.1, 0.2], [1.4, -0.3, 0.7], [0.0, -0.1, 0.0], [0.0, -0.1, -0.1], [0.0, 0.1, 0.0], [0.1, 0.0, 0.0], [0.0, 0.0, 0.0], [-0.1, 0.0, 0.0], [0.0, 0.1, 0.0], [-0.2, -0.1, 0.3], [0.0, -0.1, 0.0], [0.0, 0.0, 0.0], [0.1, -0.1, 0.0], [0.0, 0.0, 0.2], [0.0, 0.0, 0.0], [0.0, 0.0, -0.1], [0.1, -0.1, 0.0], [0.0, 0.0, 0.0], [0.1, 0.0, -0.1], [1.1, 0.5, -0.1], [0.6, -0.2, 0.5], [0.0, -0.1, 0.1], [0.0, 0.0, 0.0], [0.0, 0.0, 0.0], [-0.1, 0.6, -0.1], [0.0, 0.0, 0.0], [0.0, 0.0, 0.0], [0.0, -0.1, 0.0], [0.1, 0.0, 0.0], [-0.1, -0.1, 0.0], [0.0, 0.0, -0.1], [-2.0, -0.6, -0.5]], "lowdin_charge": [0.08, 0.07, -0.06, 0.07, -0.20, 0.05, -0.39, 0.02, -0.17, -0.66, 0.17, 0.03, 0.09, 0.09, 0.13, 0.08, -0.26, 0.17, 0.13, 0.10, 0.13, 0.13, 0.04, 0.05, 0.05, 0.12, 0.04, -0.07, 0.03, -0.34, -0.08, 0.13, 0.12, 0.13, 0.09, 0.08, -0.14, 0.05, -0.21, 0.08, 0.14, -0.14, -0.66, 0.06, 0.13, 0.12, -0.09, -0.41, 0.69, 1.03, -0.08, 0.05, -0.05, 0.12, 0.14, 0.09, 0.09, -0.17, 0.02, 0.08, 0.03, -0.21, 0.11, 0.00, -0.07, 0.12, 0.07, 0.96, -0.51, 0.05, 0.09, 0.07, -0.17, 0.13, 0.09, 0.00, 0.05, -0.05, 0.08, 0.99], "total_charge": 3, "e_above_lowest_kcal_mol": 17.96, "gap_ha": 0.193, "e_lumo_ev": -11.7473}


Entry 2:
{"formula": "C28H41NO6SiTl", "method": "ωB97M-V/def2-TZVPD", "species": ["C", "H", "H", "C", "H", "H", "C", "H", "C", "C", "O", "H", "H", "C", "C", "O", "H", "H", "H", "H", "C", "H", "H", "H", "H", "O", "C", "H", "H", "H", "H", "H", "H", "H", "H", "H", "Si", "H", "C", "H", "C", "C", "H", "C", "C", "C", "H", "H", "H", "Tl", "C", "C", "C", "N", "C", "H", "O", "O", "H", "H", "H", "C", "C", "H", "O", "C", "C", "C", "H", "C", "H", "C", "H", "H", "H", "H", "C", "C"], "coordinates": [[-1.6357, 1.3551, -2.7604], [3.8843, -1.0387, -1.7535], [2.3479, 3.8392, -0.7778], [-4.3941, 1.3836, 1.7514], [-4.1582, -0.9341, -2.0577], [3.1554, 2.4372, 3.9251], [-1.1854, -2.4131, -0.9368], [3.9649, 3.0537, 1.8233], [-3.9100, 1.5165, 0.4223], [2.8318, 2.8664, -0.5483], [2.7417, 0.5751, -1.5030], [5.7197, -0.5628, 2.1089], [4.5010, 0.5489, 4.0141], [2.4778, 1.9458, -1.6959], [3.4026, -3.0785, 0.7347], [3.0779, -2.6715, 1.8790], [-0.5190, -4.0449, -2.0944], [3.8109, -0.9877, 3.2740], [-2.0940, -5.2724, -0.8514], [5.5294, 1.2226, 2.0033], [4.9742, 0.2550, 1.9724], [-5.8003, 2.0825, 3.2271], [-0.5488, -1.6948, -1.4679], [-2.6896, 0.4098, -5.8884], [-0.6035, -5.7151, 0.0049], [2.7323, 0.6603, 2.9388], [2.5294, 2.0469, 3.1024], [-2.9323, -4.1042, 0.9964], [3.9190, 3.0394, -0.4827], [4.2083, -3.8909, 0.7072], [-6.7832, 3.8508, 1.7083], [1.4589, 2.1787, 3.3281], [5.4087, 1.2895, -0.5342], [-3.9691, 0.6221, 2.4281], [-0.1718, 2.0557, -0.1713], [-6.1223, 3.8451, -0.6987], [-2.3797, 0.6453, -0.1351], [-0.9538, 2.0828, -2.3094], [-3.3896, -0.3454, -2.6197], [-1.7568, -5.0252, 1.9003], [-5.6343, 3.1727, -0.0149], [-4.6242, 2.3404, -0.4789], [-1.0493, 1.9480, -4.7274], [-1.8563, -4.2954, 1.0849], [4.0125, 0.0932, 3.1409], [4.9788, 0.2715, -0.4904], [-3.4545, -1.5583, 0.5915], [0.5352, -3.7027, -0.7058], [-4.1705, -1.0836, -4.4573], [1.4354, -0.6450, 0.6857], [-1.1354, -3.0024, 1.4726], [-2.6140, 0.4169, -4.8010], [-0.5202, -3.7876, -1.0322], [-1.3496, -1.9745, 0.4378], [-1.7118, 1.3053, -4.1499], [2.4071, 3.8553, 2.1005], [2.3305, 2.3286, 0.6762], [2.9303, -2.7342, -0.3835], [-4.3884, 2.3233, -1.5443], [-0.0591, -3.2128, 1.5170], [5.7943, -0.4631, -0.6087], [-3.4364, -0.4021, -4.0115], [-2.4532, -1.0976, 0.7414], [-1.4400, -2.6394, 2.4576], [4.2864, 0.0578, 0.7508], [-1.2766, -4.8576, -0.2220], [-6.0392, 3.1450, 1.3286], [-5.4523, 2.1751, 2.1832], [-2.1486, -2.4742, -1.4628], [-0.9007, 1.4944, 0.4065], [-2.3683, -0.8766, 1.8222], [2.8688, 2.8779, 1.8915], [1.3839, 2.0185, -1.8643], [2.9995, 2.2976, -2.6003], [4.5395, 0.4610, -2.5415], [-0.7061, 1.6544, 1.4713], [-2.4438, 0.4958, -1.9748], [4.0518, 0.0460, -1.6519]], "atomic_forces_ev_per_a": [[-0.4, -0.7, -0.3], [0.1, 0.4, -0.1], [0.2, -0.2, 0.2], [-0.1, 0.2, -0.7], [1.0, 0.5, -0.3], [-0.3, -0.1, 0.0], [0.1, -0.3, 0.2], [-0.4, -0.3, -0.3], [-1.6, -0.2, 0.1], [0.0, 0.3, 0.9], [0.0, -0.1, 0.0], [-0.1, 0.5, -0.1], [-0.1, -0.2, 0.1], [-0.4, -0.2, -0.3], [0.0, -0.4, 0.1], [0.3, -0.2, -0.6], [0.2, -0.1, 0.1], [0.2, 0.6, 0.0], [0.4, 0.2, 0.3], [-0.4, -0.3, -0.2], [0.8, -0.4, -0.6], [0.1, 0.1, -0.6], [-0.2, 0.1, -0.2], [0.1, -0.1, 0.3], [-0.3, 0.5, -0.2], [-0.2, 0.0, 0.3], [0.0, -0.5, -0.1], [0.1, 0.1, -0.1], [-0.1, -0.1, 0.1], [-0.4, 0.5, 0.0], [0.1, -0.4, -0.2], [0.4, -0.2, 0.0], [0.0, -0.2, 0.3], [-0.1, 0.6, -0.4], [-0.2, 0.0, -0.2], [-0.2, 0.2, -0.2], [2.2, -0.3, 1.5], [-0.3, -0.5, 0.1], [0.3, 0.4, 0.2], [0.0, 0.0, -0.1], [-0.2, -0.1, 0.7], [0.2, -0.2, 0.9], [-0.2, -0.1, -0.1], [-0.1, -0.1, 0.6], [-0.4, -0.1, -0.2], [0.3, 0.1, 1.3], [0.1, -0.2, 0.0], [-0.5, -0.1, -0.2], [0.3, 0.3, -0.1], [-0.6, 0.1, 0.1], [0.2, -0.4, -1.1], [0.4, 0.4, 1.0], [0.3, 0.1, 0.3], [0.3, -0.1, 1.1], [-0.6, -0.7, -0.4], [0.1, 0.1, -0.2], [0.6, 0.3, 0.4], [0.4, -0.2, 0.6], [0.1, 0.1, 0.3], [0.0, 0.0, 0.2], [0.0, 0.2, 0.1], [-0.2, 0.1, -0.3], [-0.5, 0.7, -0.3], [0.0, 0.1, -0.3], [0.2, 0.3, -0.6], [0.0, -0.6, -0.4], [0.7, -0.8, 0.1], [-0.4, 0.8, 0.2], [-0.1, 0.1, 0.0], [0.1, -0.1, -0.1], [-0.2, 0.1, -0.4], [0.1, 0.6, -1.1], [0.6, -0.2, 0.1], [-0.1, 0.1, 0.1], [0.0, -0.1, -0.2], [-0.2, -0.1, 0.0], [-0.7, 0.2, -1.0], [-0.8, -0.4, 0.0]], "lowdin_charge": [-0.09, 0.12, 0.13, -0.10, 0.12, 0.13, -0.22, 0.12, -0.23, -0.18, -0.22, 0.14, 0.12, -0.18, -0.62, -0.18, 0.11, 0.12, 0.10, 0.12, -0.19, 0.09, 0.11, 0.09, 0.11, -0.22, -0.18, 0.10, 0.11, 0.11, 0.09, 0.14, 0.12, 0.10, -0.09, 0.08, 0.46, 0.08, -0.11, 0.10, -0.12, -0.10, 0.09, -0.19, -0.18, -0.17, 0.08, 0.10, 0.09, 1.08, -0.20, -0.10, -0.18, -0.27, -0.10, 0.13, -0.19, -0.20, 0.10, 0.10, 0.13, -0.12, -0.26, 0.12, -0.21, -0.20, -0.11, -0.12, 0.11, -0.27, 0.07, -0.18, 0.12, 0.13, 0.13, -0.06, -0.26, -0.18], "total_charge": -1, "gap_ha": 0.174, "e_lumo_ev": 2.4624}